# 1
This record from the Open Molecules 2025 dataset describes BrClINO as an isolated structure in a non-equilibrium geometry. The level of theory is the ωB97M-V functional and the def2-TZVPD basis.

Last column: natural (NBO) charge in e.
Atoms and positions in Å:
N1 -0.1468 0.3926 -0.5360  -0.183
O1 -1.0783 0.2945 0.2885  -0.268
Cl1 -0.7895 -0.5096 1.8653  0.070
Br1 0.1116 -1.1463 -1.7438  0.100
I1 1.9030 0.9687 0.1260  0.281

Computed properties:
- E_tot: -94198.0497 eV
- HOMO energy: -9.79 eV
- Kohn-Sham gap: 0.268 Eh
- ΔE to the lowest compared entry with this formula, charge and spin: 2.4738 eV
- Max |F|: 2.9 eV/Å
- Total charge: 0
- LUMO level: -2.51 eV



# 2
This record from the Open Molecules 2025 dataset describes a single CH3IN2O molecule in a non-equilibrium geometry. The level of theory is the ωB97M-V functional and the def2-TZVPD basis.

Last column: natural (NBO) charge in e.
Atoms and positions in Å:
O1 -1.6396 -1.3998 -0.2174  -0.594
C1 -1.2798 -0.3804 0.3579  0.506
N1 -0.1825 0.3872 0.1111  -0.508
N2 1.0722 0.2521 -0.9676  -0.598
I1 2.7657 0.3806 0.1368  0.297
H1 -1.7214 0.2229 1.1557  0.123
H2 -0.0639 1.2753 0.6801  0.396
H3 1.0493 -0.7377 -1.2566  0.378

Computed properties:
- E_tot: -14211.3909 eV
- HOMO energy: -9.63 eV
- Kohn-Sham gap: 0.333 Eh
- ΔE to the lowest compared entry with this formula, charge and spin: 1.5765 eV
- Max |F|: 3.7 eV/Å
- Total charge: 0
- LUMO level: -0.57 eV
- Structure (SMILES): O=CNNI



# 3
This record from the Open Molecules 2025 dataset describes C22H20BrN2NaO5S2Si as an isolated structure. The level of theory is the ωB97M-V functional and the def2-TZVPD basis.

Last column: natural (NBO) charge in e.
Atoms and positions in Å:
Na1 1.0261 1.5517 0.2323  0.898
C1 -5.6532 1.3351 -1.6945  -1.118
Si1 -4.7713 0.1409 -0.5477  1.674
C2 -4.1700 -1.3164 -1.5400  -1.121
C3 -6.0742 -0.5728 0.6225  -1.112
C4 -3.5293 1.0843 0.4898  -0.572
C5 -3.9831 1.6682 1.6628  -0.143
C6 -3.1253 2.3735 2.5035  -0.357
C7 -1.7983 2.4318 2.1155  0.064
N1 -1.3281 1.9251 0.9871  -0.536
C8 -2.1619 1.2817 0.1336  0.117
S1 -1.5277 0.7526 -1.3869  -0.460
H1 -6.4435 0.8381 -2.2640  0.212
H2 -4.9365 1.7619 -2.3982  0.250
H3 -6.0959 2.1558 -1.1251  0.222
H4 -5.0582 -1.8203 -1.9417  0.201
H5 -3.6110 -2.0256 -0.9270  0.244
H6 -3.5109 -1.0063 -2.3454  0.270
H7 -6.8402 -1.1000 0.0472  0.216
H8 -6.5787 0.1831 1.2258  0.215
H9 -5.6121 -1.2898 1.3048  0.232
H10 -5.0231 1.5641 1.9545  0.185
H11 -3.4590 2.8229 3.4292  0.194
H12 -1.0659 2.9247 2.7508  0.174
O1 0.1469 -1.9906 2.0131  -0.626
C9 1.2647 -1.5074 1.9796  0.632
N2 1.6406 -0.3414 1.3816  -0.962
S2 3.2042 -0.0338 1.5859  2.280
O2 3.9316 -0.0616 0.3399  -0.950
O3 3.3989 1.1370 2.4146  -0.968
C10 3.5979 -1.4792 2.5143  -0.231
C11 4.8087 -1.9001 3.0322  -0.219
C12 4.8173 -3.1054 3.7230  -0.222
C13 3.6465 -3.8496 3.8751  -0.228
C14 2.4446 -3.4053 3.3392  -0.176
C15 2.4400 -2.2025 2.6542  -0.139
H13 5.7099 -1.3166 2.8995  0.222
H14 5.7444 -3.4746 4.1455  0.198
H15 3.6800 -4.7879 4.4165  0.197
H16 1.5240 -3.9658 3.4379  0.226
Br1 3.8720 -2.0614 -5.3304  -0.031
C16 3.4677 -0.4817 -4.3246  -0.077
C17 4.2112 0.6632 -4.5497  -0.273
C18 3.9069 1.8044 -3.8233  -0.205
C19 2.8923 1.8075 -2.8712  -0.047
C20 2.1689 0.6376 -2.6690  -0.184
C21 2.4432 -0.5121 -3.3970  -0.242
C22 2.6181 3.0919 -2.0751  0.752
O4 3.0919 4.1378 -2.5473  -0.745
O5 1.9754 2.9457 -1.0053  -0.823
H17 5.0104 0.6601 -5.2800  0.204
H18 4.4488 2.7284 -3.9769  0.233
H19 1.3521 0.6148 -1.9570  0.234
H20 1.8718 -1.4157 -3.2343  0.221

Computed properties:
- E_tot: -140369.1846 eV
- HOMO energy: -1.77 eV
- Kohn-Sham gap: 0.212 Eh
- ΔE to the lowest compared entry with this formula, charge and spin: 0.7821 eV
- Max |F|: 0.8 eV/Å
- Total charge: -2
- LUMO level: 4.00 eV



# 4
This record from the Open Molecules 2025 dataset describes a single C16H21N3O2S molecule in a non-equilibrium geometry. The level of theory is the ωB97M-V functional and the def2-TZVPD basis.

Last column: natural (NBO) charge in e.
Atoms and positions in Å:
C1 4.7941 -4.4449 1.1086  -0.581
C2 3.4862 -3.7146 1.8292  -0.273
C3 2.8613 -2.8415 0.8057  -0.484
C4 1.9720 -2.0718 1.5434  -0.380
C5 0.9614 -1.3272 0.5962  0.017
C6 -0.0184 -1.8231 -0.1917  -0.201
C7 -0.6487 -0.8684 -1.1368  -0.220
C8 -0.3353 0.4073 -0.9776  0.162
N1 -0.9025 1.2917 -2.0242  -0.606
C9 -1.0465 2.6749 -2.2220  0.681
O1 -0.3618 3.3951 -1.4260  -0.680
C10 -2.3541 3.1469 -2.9962  -0.633
S1 -3.1468 4.3329 -2.0017  0.236
C11 -4.1453 3.2362 -0.8678  -0.533
C12 -3.0986 2.6312 0.1127  0.241
C13 -3.4019 1.0781 0.4338  -0.386
C14 -2.1858 1.1659 1.3477  0.575
O2 -1.6425 0.1738 1.8157  -0.675
N2 -1.7120 2.3808 1.5744  -0.430
N3 -2.1843 3.3214 0.7384  -0.423
C15 0.6980 0.7964 -0.3170  -0.310
C16 1.3866 0.0606 0.2839  -0.134
H1 5.3978 -3.7252 0.6307  0.196
H2 4.5850 -5.0778 0.4634  0.172
H3 5.3965 -5.2475 1.7798  0.188
H4 4.1313 -3.2530 2.8153  0.179
H5 3.0273 -4.3557 2.1889  0.141
H6 3.5657 -2.2049 0.2275  0.208
H7 2.5999 -3.4356 -0.0209  0.233
H8 2.3142 -1.3688 2.5171  0.249
H9 1.0567 -2.8694 2.0271  0.191
H10 -0.4016 -2.8539 -0.1788  0.214
H11 -1.5370 -1.2441 -1.5117  0.207
H12 -1.6353 0.7123 -2.6808  0.378
H13 -2.7472 2.3969 -3.3818  0.197
H14 -1.7503 3.6120 -3.8540  0.263
H15 -4.8603 3.9061 -0.4507  0.242
H16 -4.6289 2.4373 -1.6686  0.241
H17 -3.8532 0.3506 -0.0152  0.210
H18 -0.9778 2.6631 2.1755  0.418
H19 -1.7572 4.1196 0.2367  0.470
H20 0.9516 1.8918 -0.5251  0.253
H21 2.1473 0.5445 1.1969  0.188

Computed properties:
- E_tot: -36319.3491 eV
- HOMO energy: -7.94 eV
- Kohn-Sham gap: 0.309 Eh
- ΔE to the lowest compared entry with this formula, charge and spin: 15.5132 eV
- Max |F|: 19.3 eV/Å
- Total charge: 0
- LUMO level: 0.46 eV
- Structure (SMILES): CCCCc1ccc(NC(=O)CSCc2cc(=O)[nH][nH]2)cc1



# 5
This record from the Open Molecules 2025 dataset describes C35H43Br23NO8P3 as an isolated structure in a non-equilibrium geometry. The level of theory is the ωB97M-V functional and the def2-TZVPD basis.

Last column: Mulliken charge in e.
Atoms and positions in Å:
C1 0.7854 2.1860 2.4170  -0.511
C2 0.9206 0.6423 2.6840  -2.061
C3 1.0067 -0.0461 1.2995  1.776
C4 -0.1242 -0.7926 0.7458  0.664
C5 -0.0231 -1.3229 -0.5443  0.115
C6 1.1525 -1.1771 -1.3004  1.244
C7 1.2313 -1.7508 -2.7335  -1.267
Br1 2.5761 -3.1658 -2.8729  -0.039
C8 1.3666 -0.5931 -3.8284  0.028
C9 0.0336 -0.1975 -4.4842  -0.831
Br2 2.6536 -1.0659 -5.2457  -0.079
C10 2.2484 -0.5075 -0.7306  0.048
C11 3.5623 -0.3973 -1.5427  -1.269
C12 4.5348 -1.5623 -1.1219  -1.191
C13 5.8123 -1.1594 -0.3303  -1.060
C14 5.9003 -2.0355 0.9425  -0.323
N1 6.1483 -3.4608 0.5716  -0.738
C15 2.1831 0.0745 0.5573  0.153
P1 3.7254 0.9759 1.0800  1.005
C16 3.5008 2.7210 0.4529  -1.272
C17 3.8872 1.1887 2.9036  0.395
C18 4.1187 -0.1233 3.7064  -1.178
C19 -1.2830 -2.0275 -1.0719  -1.217
O1 -1.2822 -3.1000 -1.6232  -0.308
C20 -2.5700 -1.2683 -0.7680  -0.016
C21 -3.5789 -1.0485 -1.6806  -1.085
C22 -4.7107 -0.3387 -1.2738  0.768
C23 -5.7876 -0.0836 -2.3149  -0.677
C24 -6.8190 -1.2151 -2.4092  0.436
O2 -6.5424 -2.2453 -2.9652  -0.517
O3 -8.0574 -0.9460 -1.8720  -0.488
C25 -4.8275 0.1013 0.0248  0.123
O4 -5.9754 0.7598 0.3933  -0.642
C26 -3.8258 -0.1145 0.9552  1.275
P2 -4.0233 0.4806 2.6782  -0.322
P3 -4.4452 2.6184 2.6097  0.930
O5 -5.8163 2.8278 3.0424  -0.647
O6 -3.4890 3.2789 3.7543  -0.373
O7 -4.1465 3.2431 1.1330  -0.489
C27 -2.7028 -0.7894 0.5150  -0.203
C28 -1.5465 -1.0759 1.4240  -0.448
O8 -1.7668 -1.5422 2.5161  -0.598
H1 1.1042 2.7848 3.2776  0.445
H2 -0.2974 2.3763 2.3143  -0.209
H3 1.2241 2.4979 1.4751  -0.444
H4 1.7008 0.3994 3.3896  0.367
H5 -0.0304 0.3747 3.1978  1.010
H6 0.2933 -2.2417 -2.9847  0.656
H7 1.8002 0.2759 -3.3310  0.437
H8 0.0549 0.8796 -4.6757  0.197
H9 -0.1111 -0.7112 -5.4388  0.465
H10 -0.8365 -0.3779 -3.8407  -0.055
H11 4.0126 0.5950 -1.4447  0.807
H12 3.3691 -0.5403 -2.6075  0.089
H13 4.8497 -2.0727 -2.0368  0.594
H14 3.9704 -2.3182 -0.5630  0.448
H15 5.9065 -0.0925 -0.1358  0.444
H16 6.6746 -1.4606 -0.9503  0.620
H17 4.8960 -2.0238 1.3852  0.069
H18 6.6850 -1.7214 1.6380  0.341
H19 6.3889 -3.5043 -0.4144  0.302
H20 5.2546 -3.9390 0.6242  0.279
H21 4.4608 3.1278 0.1187  0.408
H22 3.0623 3.3833 1.2078  0.522
H23 2.8384 2.7226 -0.4211  0.212
H24 4.7831 1.8047 3.0564  -0.521
H25 3.0738 1.7285 3.4022  0.340
H26 4.8480 0.1164 4.4945  0.434
H27 3.2262 -0.4604 4.2458  0.226
H28 4.5650 -0.9312 3.1241  0.009
H29 -3.4594 -1.4095 -2.6971  0.750
H30 -5.2771 -0.0059 -3.2718  0.066
H31 -6.2761 0.8872 -2.1706  0.464
H32 -8.0149 -1.1452 -0.9255  0.360
H33 -5.9170 1.6982 0.1665  0.273
H34 -2.7807 0.3893 3.3525  0.070
H35 -2.5937 3.2927 3.3761  0.296
H36 -3.2611 2.9340 0.8752  0.316
C29 6.4393 4.6790 3.1950  -0.317
Br3 5.7908 5.6231 1.6444  -0.019
Br4 5.1003 4.5744 4.5788  -0.026
Br5 7.1258 2.9363 2.7352  -0.011
H37 7.2653 5.2515 3.5933  0.350
C30 -0.1733 4.7745 -1.3525  -0.456
Br6 -1.9643 5.4510 -1.5128  -0.024
Br7 0.8118 5.6451 0.0560  -0.058
Br8 -0.1866 2.8509 -1.1658  0.162
H38 0.3344 4.9948 -2.2820  0.407
C31 0.9302 -2.6354 5.1303  -0.357
Br9 0.2625 -1.6031 3.6256  0.177
Br10 -0.3910 -2.7686 6.5302  -0.070
Br11 1.5781 -4.3715 4.5827  -0.084
H39 1.7766 -2.1056 5.5478  0.294
C32 0.2073 -6.2167 -2.3942  -0.026
Br12 -0.3760 -5.2740 -3.9699  -0.053
Br13 -1.1828 -6.3345 -1.0650  -0.051
Br14 0.9211 -7.9537 -2.8321  -0.062
H40 1.0148 -5.6394 -1.9628  0.073
C33 -2.1569 2.9246 7.6605  -0.362
Br15 -3.5341 1.9195 6.7703  0.013
Br16 -0.4011 2.4517 7.0082  0.003
Br17 -2.4719 4.8223 7.5482  -0.019
H41 -2.1896 2.6570 8.7074  0.341
C34 -2.8710 2.5188 -5.8002  -0.364
Br18 -4.5435 3.4622 -5.6385  -0.038
Br19 -1.5264 3.2455 -4.6458  -0.018
Br20 -3.0862 0.6305 -5.4810  -0.026
H42 -2.5329 2.6432 -6.8198  0.420
C35 -6.8188 -4.4386 -6.7839  -0.046
Br21 -6.1785 -6.2563 -6.7666  0.001
Br22 -5.7731 -3.3265 -7.9631  -0.008
Br23 -8.6977 -4.3450 -7.1998  -0.009
H43 -6.6937 -4.0449 -5.7833  0.067

Computed properties:
- E_tot: -1693702.5621 eV
- HOMO energy: -8.48 eV
- Kohn-Sham gap: 0.273 Eh
- Max |F|: 6.2 eV/Å
- Total charge: 0
- LUMO level: -1.05 eV



# 6
This record from the Open Molecules 2025 dataset describes a single C12H13BO2 molecule in a non-equilibrium geometry. The level of theory is the ωB97M-V functional and the def2-TZVPD basis.

Last column: natural (NBO) charge in e.
Atoms and positions in Å:
C1 0.2026 1.2235 2.0595  -0.343
C2 -1.0751 1.3650 2.3801  -0.264
C3 -2.0913 2.0096 1.5035  -0.196
C4 -2.2387 1.8364 0.1594  -0.210
C5 -1.1468 1.0213 -0.5390  -0.139
C6 -0.5804 -0.0745 -0.0845  -0.395
B1 -1.0595 -1.0240 1.0012  1.111
O1 -2.4013 -1.0715 1.1826  -0.891
O2 -0.1921 -1.7142 1.7550  -0.876
C7 0.6361 -0.3584 -0.8738  -0.017
C8 0.8952 -1.7337 -1.1337  -0.197
C9 1.8787 -2.1224 -1.9913  -0.219
C10 2.6169 -1.1509 -2.6484  -0.210
C11 2.4607 0.1815 -2.4265  -0.211
C12 1.5029 0.5661 -1.4749  -0.212
H1 0.8170 0.5332 2.5525  0.212
H2 0.5405 1.7660 1.1006  0.202
H3 -1.3711 0.7564 3.2631  0.204
H4 -2.7536 2.7282 2.0752  0.210
H5 -2.8530 2.4939 -0.5198  0.223
H6 -0.6801 1.4302 -1.3855  0.196
H7 -2.8522 -1.6945 1.8039  0.494
H8 -0.6062 -2.2583 2.3745  0.481
H9 0.4921 -2.4230 -0.3384  0.218
H10 2.1257 -3.1976 -2.1102  0.214
H11 3.4413 -1.6198 -3.3016  0.207
H12 2.8931 0.9383 -2.9318  0.207
H13 1.3984 1.5933 -1.4520  0.200

Computed properties:
- E_tot: -17425.3003 eV
- HOMO energy: -7.77 eV
- Kohn-Sham gap: 0.294 Eh
- ΔE to the lowest compared entry with this formula, charge and spin: 3.8619 eV
- Max |F|: 3.9 eV/Å
- Total charge: 0
- LUMO level: 0.24 eV
- Structure (SMILES): C=C/C=C\C=C(/B(O)O)c1ccccc1